(w)
Below is a 2-piece molecular cluster, CH5N3O2 overall, with properties calculated with the ωB97M-V functional and the def2-TZVPD basis.

Geometry as XYZ:
```
11
Properties=species:S:1:pos:R:3
N 2.305 -1.619 0.712
C 1.253 -1.325 0.155
N 0.313 -1.221 -0.593
H 2.750 -0.857 1.228
H -0.643 -1.334 -0.652
O -2.398 1.688 0.701
N -1.280 1.429 -0.067
O -1.898 1.022 -1.303
H -2.773 2.529 0.184
H -0.795 0.544 0.379
H -1.289 0.395 -1.709
```

Values from the calculation:
gap between HOMO and LUMO	9.77	eV
HOMO	-9.183	eV
SMILES	N=C=N.ONO


(x)
Below is the molecule CH5N3O2, with properties calculated with the ωB97M-V functional and the def2-TZVPD basis.

Geometry as XYZ:
```
11
Properties=species:S:1:pos:R:3
C -0.737 0.584 -0.646
N -0.349 -0.661 0.070
N 1.003 -0.772 -0.072
N 1.574 -1.774 -1.318
O 2.551 -2.614 -1.469
O 0.794 -1.611 -2.158
H -0.136 1.244 -0.116
H -0.549 0.305 -1.722
H -1.818 1.001 -0.580
H -0.611 -1.593 0.428
H 1.025 0.389 -0.597
```

Values from the calculation:
gap between HOMO and LUMO	9.26	eV
HOMO	-8.716	eV
SMILES	CNN[N+](=O)[O-]


(y)
Below is the molecule CH5N3O2, with properties calculated with the ωB97M-V functional and the def2-TZVPD basis.

Geometry as XYZ:
```
11
Properties=species:S:1:pos:R:3
N 0.865 1.522 0.182
C 0.081 0.540 -0.079
N 0.571 -0.690 -0.057
O 1.825 -0.907 -0.115
N -1.293 0.424 -0.399
O -1.767 -0.716 0.342
H 0.137 2.276 0.155
H -0.084 -1.533 0.147
H 2.146 -0.094 0.603
H -1.804 1.283 -0.020
H -2.349 -0.986 -0.306
```

Values from the calculation:
gap between HOMO and LUMO	9.10	eV
HOMO	-8.400	eV
SMILES	N=C(NO)NO


The structure with the most favorable energy is (w); the runner-up is 0.0129 hartree above it.


(w)
Below is a 2-piece molecular cluster, C3H6N4 overall, with properties calculated with the ωB97M-V functional and the def2-TZVPD basis.

Geometry as XYZ:
```
13
Properties=species:S:1:pos:R:3
C 0.276 0.908 -0.061
C 0.486 0.152 1.089
C -0.327 -1.317 -0.512
H -0.263 2.748 0.526
H 1.764 2.445 0.086
H 1.279 0.338 1.937
H -0.248 -1.947 1.651
H -1.846 -2.394 -1.664
H -0.713 0.206 -1.808
N 0.571 2.308 -0.017
N 0.279 -1.083 0.662
N -0.770 -2.388 -1.112
N -0.488 0.025 -0.776
```

Values from the calculation:
gap between HOMO and LUMO	7.63	eV
HOMO	-7.234	eV


(x)
Below is C3H6N4 as an isolated structure, with properties calculated with the ωB97M-V functional and the def2-TZVPD basis.

Geometry as XYZ:
```
13
Properties=species:S:1:pos:R:3
C 1.204 0.338 1.367
N -1.212 0.810 0.096
N 0.050 -0.365 0.808
C -0.874 0.336 -1.153
N -1.521 0.411 -2.242
C 0.231 -0.683 -0.833
N 1.011 -1.450 -1.319
H -2.128 0.485 0.408
H -0.177 -1.240 1.287
H -1.057 -0.177 -2.942
H 1.008 0.575 2.413
H 1.372 1.252 0.798
H 2.093 -0.294 1.311
```

Values from the calculation:
gap between HOMO and LUMO (alpha / beta)	7.32 / 7.32	eV
HOMO (alpha / beta)	-8.373 / -8.372	eV


(y)
Below is the molecule C3H6N4, with properties calculated with the ωB97M-V functional and the def2-TZVPD basis.

Geometry as XYZ:
```
13
Properties=species:S:1:pos:R:3
C -0.868 -1.408 0.083
N 0.254 -0.657 -0.148
N 1.472 -1.088 -0.066
N 2.305 -0.132 0.006
C 1.586 0.953 0.135
C 0.242 0.688 -0.062
N -0.967 1.369 0.066
H -1.485 -1.158 0.995
H -0.422 -2.400 0.428
H -1.648 -1.437 -0.837
H 2.059 1.908 -0.067
H -0.771 2.437 -0.020
H -1.757 0.923 -0.512
```

Values from the calculation:
gap between HOMO and LUMO	9.09	eV
HOMO	-8.493	eV
SMILES	Cn1nncc1N


(z)
Below is C3H6N4 as an isolated structure, with properties calculated with the ωB97M-V functional and the def2-TZVPD basis.

Geometry as XYZ:
```
13
Properties=species:S:1:pos:R:3
C 0.922 2.140 -2.375
C -1.395 -1.002 1.903
C 0.423 1.086 -0.750
N 0.666 -0.156 -0.741
N 0.675 -2.121 0.296
N -0.669 -0.345 1.098
N 0.212 -0.935 0.236
H 0.906 3.190 -2.192
H 1.568 1.605 -3.032
H -2.070 -0.433 2.520
H -1.416 -2.087 2.010
H -0.135 1.699 -0.065
H 0.314 -2.641 1.092
```

Values from the calculation:
gap between HOMO and LUMO (alpha / beta)	8.85 / 7.14	eV
HOMO (alpha / beta)	-9.053 / -7.461	eV


The structure with the most favorable energy is (y); the runner-up is 0.1002 hartree above it.


(w)
Below is the molecule C3H6N4, with properties calculated with the ωB97M-V functional and the def2-TZVPD basis.

Geometry as XYZ:
```
13
Properties=species:S:1:pos:R:3
N 2.376 0.313 -0.015
N 1.498 -0.850 0.001
C 0.277 -0.406 0.005
N -0.197 0.886 -0.014
C -1.595 0.885 -0.001
C -1.998 -0.404 -0.012
N -0.845 -1.192 -0.009
H 2.969 0.209 0.815
H 3.017 0.130 -0.783
H 0.447 1.664 -0.003
H -2.160 1.805 0.004
H -2.975 -0.841 0.015
H -0.816 -2.200 -0.002
```

Values from the calculation:
gap between HOMO and LUMO	8.29	eV
HOMO	-7.242	eV
SMILES	NN=c1[nH]cc[nH]1


(x)
Below is the molecule C3H6N4, with properties calculated with the ωB97M-V functional and the def2-TZVPD basis.

Geometry as XYZ:
```
13
Properties=species:S:1:pos:R:3
C 1.216 0.440 0.181
C -0.257 0.554 0.525
C -1.120 0.072 -0.559
N -2.526 0.085 -0.637
N -2.737 -0.423 -1.824
N -1.584 -0.782 -2.340
N -0.526 -0.524 -1.577
H 1.670 1.136 0.791
H 1.147 0.706 -0.903
H 1.574 -0.661 0.054
H -0.031 1.561 0.698
H -0.792 -0.098 1.459
H -1.505 -1.100 -3.321
```

Values from the calculation:
gap between HOMO and LUMO	11.35	eV
HOMO	-10.281	eV
SMILES	CCc1nn[nH]n1


(y)
Below is the molecule C3H6N4, with properties calculated with the ωB97M-V functional and the def2-TZVPD basis.

Geometry as XYZ:
```
13
Properties=species:S:1:pos:R:3
C -0.580 1.136 -0.099
C 0.479 -1.281 0.248
C 1.084 -0.273 -0.625
N -1.223 0.393 0.671
N 0.985 -2.423 0.464
N -0.717 -0.869 0.839
N -0.769 2.306 -0.694
H 0.965 -0.396 -1.685
H 2.016 0.148 -0.290
H 0.445 -2.995 1.108
H -1.126 -1.399 1.598
H 0.020 2.795 -1.083
H -1.580 2.858 -0.453
```

Values from the calculation:
gap between HOMO and LUMO	8.63	eV
HOMO	-7.915	eV


The structure with the most favorable energy is (w); the runner-up is 0.0683 hartree above it.


(w)
Below is a 2-piece molecular cluster, C3H6N4 overall, with properties calculated with the ωB97M-V functional and the def2-TZVPD basis.

Geometry as XYZ:
```
13
Properties=species:S:1:pos:R:3
C 0.651 1.077 -0.224
C 1.249 0.111 0.509
C 0.677 -0.704 -1.470
N 0.260 0.592 -1.467
N 1.191 -1.012 -0.270
N -1.977 0.261 0.890
N -1.831 -0.713 1.503
H 0.250 2.079 -0.039
H 1.563 0.026 1.505
H 1.437 -1.860 0.101
H -1.563 1.115 1.103
H -2.680 0.320 0.106
H 0.772 -1.293 -2.247
```

Values from the calculation:
gap between HOMO and LUMO	8.86	eV
HOMO	-7.895	eV


(x)
Below is the molecule C3H6N4, with properties calculated with the ωB97M-V functional and the def2-TZVPD basis.

Geometry as XYZ:
```
13
Properties=species:S:1:pos:R:3
H 2.061 -0.993 -1.113
N 2.577 -0.867 -0.250
C 2.125 0.209 0.339
N 1.230 1.153 -0.071
C -0.016 0.848 -0.194
N -0.550 -0.412 0.030
C -1.902 -0.632 0.080
N -2.811 0.226 -0.006
H -2.454 1.160 -0.214
H 2.612 0.514 1.310
H -0.702 1.627 -0.490
H 0.028 -1.154 0.409
H -2.197 -1.679 0.169
```

Values from the calculation:
gap between HOMO and LUMO	10.27	eV
HOMO	-9.857	eV
SMILES	[H]/N=C\N=C/N/C=N\[H]


(y)
Below is the molecule C3H6N4, with properties calculated with the ωB97M-V functional and the def2-TZVPD basis.

Geometry as XYZ:
```
13
Properties=species:S:1:pos:R:3
H 2.537 -1.610 -0.029
N 2.631 -0.574 0.007
C 1.435 -0.134 0.022
N 1.014 1.171 0.034
C -0.390 1.216 0.025
C -0.861 -0.055 0.034
N -2.160 -0.590 -0.067
N 0.274 -0.908 0.055
H 1.655 1.908 -0.158
H -0.930 2.210 0.051
H -2.611 -0.908 0.836
H -2.796 0.100 -0.472
H 0.203 -1.825 -0.338
```

Values from the calculation:
gap between HOMO and LUMO	8.11	eV
HOMO	-7.290	eV
SMILES	[H]/N=c1/[nH]cc(N)[nH]1


The structure with the most favorable energy is (y); the runner-up is 0.0314 hartree above it.


(w)
Below is C24H60F2O16P4Zn as an isolated structure, with properties calculated with the ωB97M-V functional and the def2-TZVPD basis.

Geometry as XYZ:
```
107
Properties=species:S:1:pos:R:3
Zn -0.466 0.921 -0.161
F -2.364 1.333 -0.129
F 0.578 2.612 0.158
C -0.297 -5.742 -0.064
C -0.125 -4.786 1.101
O 0.010 -3.465 0.729
P -1.171 -2.476 0.256
O -0.762 -1.113 -0.222
O -1.874 -3.379 -0.935
C -2.384 -2.743 -2.097
C -2.151 -3.759 -3.293
O -2.249 -2.472 1.398
C -3.692 -2.476 1.230
C -4.106 -3.858 1.741
H -0.013 -6.760 0.201
H -1.321 -5.928 -0.386
H 0.233 -5.352 -0.933
H -1.021 -4.907 1.710
H 0.757 -5.129 1.641
H -3.433 -2.507 -1.918
H -1.898 -1.782 -2.268
H -1.150 -4.189 -3.265
H -2.835 -4.608 -3.293
H -2.112 -3.253 -4.258
H -4.004 -1.573 1.755
H -3.938 -2.448 0.168
H -3.965 -4.200 2.767
H -5.140 -3.878 1.399
H -3.540 -4.581 1.153
C 3.170 -3.975 -0.438
C 2.523 -2.776 -1.194
O 3.517 -1.715 -1.072
P 3.170 -0.300 -0.292
O 1.771 0.065 -0.495
O 3.681 -0.549 1.217
C 5.065 -0.801 1.466
C 5.735 0.544 1.913
O 4.251 0.635 -1.024
C 3.723 2.018 -1.321
C 4.525 2.761 -2.388
H 2.830 -3.892 0.594
H 2.617 -4.838 -0.810
H 4.236 -4.084 -0.638
H 2.307 -3.002 -2.238
H 1.584 -2.541 -0.692
H 5.084 -1.630 2.174
H 5.748 -1.116 0.678
H 5.533 1.400 1.268
H 5.173 0.715 2.831
H 6.787 0.436 2.175
H 2.691 2.115 -1.657
H 3.646 2.508 -0.351
H 5.612 2.669 -2.388
H 4.198 2.401 -3.363
H 4.177 3.779 -2.216
C -1.970 4.491 3.290
C -2.067 2.923 3.000
O -1.187 2.182 3.754
P -0.706 0.709 3.235
O -0.327 0.495 1.845
O -2.043 -0.151 3.602
C -2.200 -1.298 4.409
C -2.921 -0.827 5.652
O 0.544 0.257 4.216
C 0.524 0.672 5.485
C 1.646 -0.176 6.025
H -2.401 4.843 4.228
H -0.920 4.757 3.164
H -2.371 4.958 2.391
H -3.129 2.690 2.920
H -1.745 2.951 1.960
H -2.886 -1.998 3.931
H -1.295 -1.868 4.617
H -2.505 0.069 6.113
H -3.984 -0.638 5.504
H -2.745 -1.620 6.379
H 0.804 1.726 5.490
H -0.418 0.771 6.024
H 1.886 0.132 7.043
H 1.140 -1.131 6.166
H 2.520 -0.264 5.379
C 2.517 3.898 -5.037
C 1.022 3.951 -4.774
O 0.929 3.166 -3.606
P -0.454 2.312 -3.223
O -0.394 1.216 -2.202
O -0.764 1.594 -4.600
C -2.140 1.191 -4.858
C -2.199 -0.323 -5.147
O -1.654 3.425 -3.112
C -1.560 4.240 -2.008
C -2.523 5.429 -2.172
H 2.816 2.851 -5.080
H 2.664 4.494 -5.938
H 3.048 4.364 -4.206
H 0.762 4.976 -4.509
H 0.324 3.687 -5.569
H -2.728 1.623 -4.048
H -2.555 1.805 -5.657
H -3.235 -0.626 -5.296
H -1.875 -0.425 -6.182
H -1.647 -1.059 -4.562
H -1.637 3.667 -1.085
H -0.526 4.582 -1.971
H -3.399 4.964 -2.623
H -2.737 5.978 -1.255
H -2.218 6.039 -3.022
```

Values from the calculation:
gap between HOMO and LUMO	9.21	eV
HOMO	-8.649	eV


(x)
Below is C24H60F2O16P4Zn as an isolated structure, with properties calculated with the ωB97M-V functional and the def2-TZVPD basis.

Geometry as XYZ:
```
107
Properties=species:S:1:pos:R:3
Zn 10.044 2.005 -8.174
F 8.321 1.104 -8.171
F 11.901 2.715 -8.314
C 15.039 -2.664 -6.978
C 14.171 -1.806 -6.044
O 13.058 -1.330 -6.801
P 12.088 -0.205 -6.159
O 11.183 0.418 -7.146
O 11.328 -0.847 -4.945
C 9.947 -1.203 -5.090
C 9.588 -2.335 -4.129
O 13.163 0.775 -5.547
C 12.807 2.107 -5.207
C 13.477 2.507 -3.902
H 14.900 -3.740 -6.842
H 14.981 -2.440 -8.039
H 16.074 -2.520 -6.653
H 13.851 -2.378 -5.172
H 14.823 -0.977 -5.770
H 9.291 -0.351 -4.901
H 9.644 -1.474 -6.102
H 10.140 -2.279 -3.194
H 8.509 -2.317 -3.974
H 9.776 -3.301 -4.603
H 12.900 2.803 -6.045
H 11.720 2.183 -5.067
H 14.547 2.574 -4.113
H 13.212 3.487 -3.515
H 13.187 1.679 -3.253
C 9.499 2.475 -1.494
C 9.214 3.494 -2.551
O 9.734 3.040 -3.811
P 9.305 3.729 -5.174
O 9.685 3.061 -6.427
O 7.729 3.904 -5.035
C 6.808 2.963 -5.674
C 6.350 3.518 -6.998
O 9.854 5.212 -5.158
C 10.970 5.611 -5.961
C 11.251 7.100 -5.614
H 8.802 2.394 -0.664
H 9.448 1.522 -2.035
H 10.512 2.477 -1.089
H 8.149 3.740 -2.620
H 9.573 4.518 -2.382
H 7.363 2.047 -5.899
H 6.042 2.882 -4.901
H 5.500 2.954 -7.381
H 6.156 4.589 -6.912
H 7.182 3.382 -7.686
H 11.845 5.003 -5.741
H 10.760 5.568 -7.028
H 10.321 7.606 -5.859
H 11.463 7.163 -4.548
H 12.143 7.356 -6.181
C 13.170 1.863 -11.875
C 11.966 1.273 -12.603
O 11.647 0.001 -12.030
P 10.400 -0.057 -11.025
O 10.493 0.930 -9.955
O 10.454 -1.572 -10.561
C 11.463 -1.917 -9.595
C 12.039 -3.309 -9.815
O 9.154 0.108 -12.025
C 8.668 -0.788 -13.020
C 9.530 -1.985 -13.448
H 12.787 2.311 -10.956
H 13.943 1.119 -11.685
H 13.681 2.587 -12.516
H 11.160 2.008 -12.597
H 12.248 1.121 -13.647
H 12.274 -1.190 -9.554
H 10.987 -1.885 -8.616
H 12.845 -3.233 -10.543
H 12.370 -3.683 -8.851
H 11.227 -3.927 -10.204
H 7.760 -1.255 -12.627
H 8.389 -0.216 -13.906
H 9.545 -2.690 -12.618
H 9.038 -2.462 -14.294
H 10.578 -1.770 -13.640
C 11.870 6.328 -11.520
C 11.137 5.007 -11.162
O 9.722 5.196 -11.170
P 8.963 4.972 -9.776
O 9.496 3.786 -9.098
O 7.407 4.874 -10.131
C 7.011 3.666 -10.822
C 5.487 3.740 -11.034
O 9.141 6.329 -8.986
C 8.093 7.062 -8.335
C 8.314 8.591 -8.406
H 12.841 6.124 -11.982
H 11.412 6.763 -12.413
H 11.931 6.966 -10.643
H 11.416 4.396 -12.024
H 11.496 4.532 -10.249
H 7.440 3.685 -11.830
H 7.411 2.805 -10.283
H 5.229 4.013 -12.060
H 5.152 2.699 -11.008
H 5.016 4.460 -10.373
H 7.152 6.851 -8.841
H 8.060 6.735 -7.296
H 8.933 8.825 -7.539
H 8.865 8.874 -9.299
H 7.341 9.067 -8.338
```

Values from the calculation:
gap between HOMO and LUMO	9.33	eV
HOMO	-8.614	eV


The structure with the most favorable energy is (x); the runner-up is 0.1302 hartree above it.


(w)
Below is C9H10N2O2 as an isolated structure, with properties calculated with the ωB97M-V functional and the def2-TZVPD basis.

Geometry as XYZ:
```
23
Properties=species:S:1:pos:R:3
C 3.227 -0.720 -0.506
C 1.923 -1.070 -0.761
C 3.287 -0.213 0.743
C 1.157 -0.804 0.407
C -2.627 -0.432 0.054
C -0.224 -1.107 0.640
C -1.375 0.457 0.063
C -1.006 0.786 -1.282
C -1.530 1.705 0.961
N -2.180 -1.721 -0.279
N -0.925 -1.915 -0.254
O -3.734 0.006 0.316
O 2.049 -0.268 1.368
H 4.017 -0.595 -1.251
H 1.749 -1.597 -1.652
H 4.220 0.048 1.365
H -0.584 -1.109 1.732
H -1.835 1.287 -1.766
H -0.856 -0.121 -1.849
H -0.154 1.430 -1.415
H -0.573 2.333 0.691
H -1.528 1.518 2.032
H -2.500 2.100 0.643
```

Values from the calculation:
gap between HOMO and LUMO	7.31	eV
HOMO	-8.332	eV


(x)
Below is a 2-piece molecular cluster, C9H10N2O2 overall, with properties calculated with the ωB97M-V functional and the def2-TZVPD basis.

Geometry as XYZ:
```
23
Properties=species:S:1:pos:R:3
N 1.336 -0.805 0.125
C 0.588 -0.517 -0.979
C 0.226 -1.561 -1.813
C -0.709 -1.289 -2.819
C -1.151 0.026 -3.047
C -0.514 1.068 -2.372
C 0.390 0.827 -1.296
N 1.022 1.923 -0.667
O 1.260 2.906 -1.290
O 1.445 1.753 0.507
H 1.545 -1.836 0.321
H 1.621 -0.084 0.835
H 0.740 -2.477 -1.460
H -1.095 -2.092 -3.383
H -1.906 0.199 -3.696
H -0.825 2.007 -2.724
C 0.019 -1.093 3.584
C -0.403 0.106 3.481
C -1.082 1.170 3.271
H 0.188 -1.668 2.689
H 0.173 -1.672 4.457
H -2.144 0.932 3.065
H -0.726 2.178 3.213
```

Values from the calculation:
gap between HOMO and LUMO	8.13	eV
HOMO	-8.486	eV
SMILES	Nc1ccccc1[N+](=O)[O-].C=C=C


The structure with the most favorable energy is (w); the runner-up is 0.0297 hartree above it.